Density functional theory data (ωB97M-V/def2-TZVPD) for an isolated molecule of C7H14N2O3 in a non-equilibrium geometry.

Output
HOMO energy   -9.63 eV
E_LUMO   0.54 eV
SMILES   CC(C)[C@H](NC(=O)CN)C(=O)O
Energy relative to the best compared isomer or geometry (same formula, charge and spin)   51.9 kcal per mole
Kohn-Sham gap   0.3741 Eh

Geometry as ORCA input:
```
! RIJCOSX wB97M-V def2-TZVPD def2/J DEFGRID3
* xyz 0 1
C 2.4174 0.1052 0.7472
C 1.9719 -0.5976 -0.5957
C -0.4761 -0.0111 -0.9792
C -0.8168 1.4940 -0.6111
C -1.1909 -1.0289 0.0275
C -1.0518 -0.7335 1.5417
C -2.7269 -0.9255 -0.3198
H 1.5590 2.1365 0.7554
H 3.1828 2.0640 0.6164
H 3.4139 -0.2680 0.8557
H 1.9028 -0.4167 1.5730
H 1.0599 -0.8751 -2.0711
H -1.0991 -0.0329 -1.8384
H -0.8169 -2.0350 -0.1089
H -1.6104 -1.5929 1.9025
H -1.5149 0.2822 1.6787
H -0.0394 -0.6760 1.8835
H -3.0153 0.1213 0.0284
H -2.7503 -1.0294 -1.3439
H -3.2967 -1.7276 0.1433
H 0.7521 1.6473 -1.4708
N 2.3313 1.5977 1.0091
N 0.8731 -0.1124 -1.3625
O 2.6349 -1.5320 -1.0044
O -1.8390 1.8552 -0.0624
O 0.1453 2.2914 -0.9942
*
```

Atom charges from the natural (NBO) analysis, given in e for atoms 1 to 5: C -0.334; C 0.691; C -0.180; C 0.784; C -0.198